# C6H10N2

One molecule with the formula C6H10N2 in a non-equilibrium geometry (wB97M-V/def2-TZVPD, OMol25).

Results
multiplicity: 1
Kohn-Sham gap: 9.179 eV
relative energy (zero: lowest compared OMol25 entry of this formula, charge and spin): 58.84 kcal per mole
SMILES: C[C@@H]1[C@H]2C=NNC[C@@H]12
max |F|: 3.0 eV Å⁻¹
highest occupied orbital energy: -8.13 eV

Geometry (Å):
C 2.69798 0.01258 -0.37349
C 1.18871 0.01046 -0.44154
C 0.33518 0.88438 0.47175
C -0.99687 1.43138 0.12532
N -1.93527 0.63060 -0.31134
N -1.52315 -0.66418 -0.58851
C -0.76191 -1.38245 0.35610
C 0.46258 -0.57802 0.74255
H 3.24029 0.90680 -0.98652
H 3.13680 -0.95550 -0.81253
H 2.94237 0.11402 0.70946
H 0.67714 -0.24412 -1.33516
H 0.97552 1.58188 0.99836
H -1.30401 2.44955 0.40523
H -2.34244 -1.16214 -0.95777
H -0.31636 -2.36213 -0.02660
H -1.27422 -1.59258 1.29585
H 0.91988 -0.77067 1.72456


# C6H10N2

C6H10N2 as an isolated structure in a non-equilibrium geometry (wB97M-V/def2-TZVPD, OMol25).

Results
multiplicity: 1
Kohn-Sham gap: 10.381 eV
relative energy (zero: lowest compared OMol25 entry of this formula, charge and spin): 76.93 kcal per mole
max |F|: 4.9 eV Å⁻¹
highest occupied orbital energy: -9.40 eV

Geometry (Å):
C 0.39618 1.60461 -0.52741
C 1.69498 -1.19554 0.12859
C 1.03294 0.08559 0.52926
C -0.35023 0.44690 0.01018
C -1.39799 1.07294 0.87494
C -0.93167 -0.48976 -1.05391
N 1.54705 1.28553 -0.09166
N 1.20428 -2.25597 0.54603
H 0.20333 2.51795 -1.06268
H 2.51938 -1.02684 -0.46754
H 1.06002 0.26661 1.55179
H -1.87539 0.24223 1.61139
H -2.20432 1.44515 0.10071
H -0.98749 1.74852 1.56738
H -1.03831 -1.53436 -0.73883
H -0.44232 -0.63849 -2.05685
H -1.93851 -0.38625 -1.31416
H 1.50806 -3.18882 0.39277


# C6H10N2

One molecule with the formula C6H10N2 in a non-equilibrium geometry (wB97M-V/def2-TZVPD, OMol25).

Results
multiplicity: 1
Kohn-Sham gap: 9.707 eV
relative energy (zero: lowest compared OMol25 entry of this formula, charge and spin): 175.38 kcal per mole
SMILES: N[C@]12CC=C[C@@H]1NC2
max |F|: 8.7 eV Å⁻¹
highest occupied orbital energy: -8.77 eV

Geometry (Å):
N 0.82588 -0.23465 1.28641
C 0.07073 0.63048 0.22692
C -1.33954 0.30747 0.64377
C -1.30879 -1.14857 0.35050
C -0.58461 -1.42985 -0.78500
C 0.27533 -0.10891 -1.27648
N 1.72938 0.40329 -1.37667
C 1.26550 1.49512 -0.38445
H 0.29378 -1.11620 1.41914
H 0.90452 0.36514 1.93932
H -2.16827 0.39870 -0.22180
H -1.52143 0.63066 1.71138
H -1.98869 -1.82408 0.86887
H -0.70687 -2.60441 -1.15624
H -0.44410 0.46826 -1.77698
H 2.03193 -0.51712 -0.91275
H 0.83941 2.35137 -1.16354
H 1.82583 1.93330 0.60759


# C6H10N2

C6H10N2 as an isolated structure in a non-equilibrium geometry (wB97M-V/def2-TZVPD, OMol25).

Results
multiplicity: 1
Kohn-Sham gap: 7.756 eV
relative energy (zero: lowest compared OMol25 entry of this formula, charge and spin): 123.67 kcal per mole
max |F|: 3.7 eV Å⁻¹
highest occupied orbital energy: -6.83 eV

Geometry (Å):
C 0.99398 0.77984 1.50109
C 0.42253 -0.00892 0.34936
C -0.46438 -1.02996 0.57318
N 1.02385 -0.69255 -1.93917
C 0.89990 0.32679 -0.99245
C -0.91334 0.80936 -0.75187
C -1.46627 -1.84114 0.74906
N -1.53534 1.83201 -0.34597
H 1.95856 -0.91859 -2.23055
H 0.42527 -1.50552 -1.82748
H -1.20690 2.23334 0.53009
H 1.56533 1.17955 -1.08202
H -1.30675 0.28350 -1.61638
H 1.16765 1.81812 1.23159
H 0.30217 0.77258 2.35259
H 1.94882 0.35043 1.78771
H -1.31720 -2.88327 1.01778
H -2.49789 -1.50556 0.69346


# C6H10N2

One molecule with the formula C6H10N2 in a non-equilibrium geometry (wB97M-V/def2-TZVPD, OMol25).

Results
multiplicity: 1
Kohn-Sham gap: 9.077 eV
relative energy (zero: lowest compared OMol25 entry of this formula, charge and spin): 37.09 kcal per mole
SMILES: CN/C(C)=C(\C)C#N
max |F|: 4.1 eV Å⁻¹
highest occupied orbital energy: -8.37 eV

Geometry (Å):
C -2.10830 0.86351 -0.65330
N -1.13705 -0.21391 -0.48668
C 0.12905 0.15082 0.07284
C 0.36388 1.54914 0.53638
C 1.14139 -0.68677 0.13154
C 0.81903 -2.17715 0.00415
C 2.40141 -0.23603 0.62676
N 3.43112 0.25356 0.78546
H -1.67709 1.73859 -1.15842
H -2.84038 0.53020 -1.34459
H -2.62235 1.17038 0.29425
H -1.34200 -1.15828 -0.34472
H -0.27151 2.26412 -0.00779
H 0.15681 1.76738 1.65119
H 1.38190 1.68606 0.22254
H -0.12196 -2.41528 0.49935
H 1.63402 -2.76736 0.30333
H 0.66201 -2.31897 -1.13228


# C6H10N2

One molecule with the formula C6H10N2 in a non-equilibrium geometry (wB97M-V/def2-TZVPD, OMol25).

Results
multiplicity: 1
Kohn-Sham gap: 9.110 eV
relative energy (zero: lowest compared OMol25 entry of this formula, charge and spin): 95.64 kcal per mole
SMILES: CN1N=CCC12CC2
max |F|: 6.0 eV Å⁻¹
highest occupied orbital energy: -8.07 eV

Geometry (Å):
C 0.27716 -2.05705 0.05846
N -0.05959 -0.79848 -0.53952
N -1.43161 -0.73324 -0.69396
C -1.72068 0.48107 -0.60403
C -0.63482 1.41582 -0.52000
C 0.43750 0.52571 0.07823
C 1.88343 0.73144 0.32088
C 0.91541 0.56567 1.49650
H 0.30657 -2.83108 -0.86188
H -0.51394 -2.34470 0.93091
H 1.40919 -1.79840 0.36828
H -2.81216 0.81015 -0.58589
H -0.41765 1.96030 -1.34932
H -0.76995 2.14021 0.35332
H 2.28402 1.83500 0.43005
H 2.62817 -0.01250 0.02919
H 0.81419 -0.35240 2.07911
H 0.56205 1.33937 2.26038


# C6H10N2

A 2-piece molecular cluster, C6H10N2 overall in a non-equilibrium geometry (wB97M-V/def2-TZVPD, OMol25).

Results
multiplicity: 1
Kohn-Sham gap: 9.760 eV
relative energy (zero: lowest compared OMol25 entry of this formula, charge and spin): 105.77 kcal per mole
SMILES: [H]/N=C(/N)C#C.C=CC
max |F|: 2.9 eV Å⁻¹
highest occupied orbital energy: -9.24 eV

Geometry (Å):
H 1.87815 -2.70215 1.11992
N 2.46896 -1.93285 0.81672
C 1.84722 -0.81795 0.78746
N 2.47839 0.30957 0.33342
C 0.42247 -0.67025 1.02653
C -0.60430 -0.71845 1.71215
H 3.47353 0.24026 0.20107
H 2.08541 1.20865 0.55011
H -1.19927 -1.17002 2.46993
C -0.67964 1.29327 -2.07685
C -1.07630 0.49076 -1.10722
C -2.27332 0.39752 -0.31048
H -1.37481 1.94092 -2.59628
H 0.32786 1.25994 -2.46576
H -0.20659 -0.02474 -0.48006
H -1.81594 -0.03077 0.78175
H -2.94385 -0.40540 -0.61299
H -2.80797 1.33170 -0.14943


# C6H10N2

C6H10N2 as an isolated structure in a non-equilibrium geometry (wB97M-V/def2-TZVPD, OMol25).

Results
multiplicity: 1
Kohn-Sham gap: 9.293 eV
relative energy (zero: lowest compared OMol25 entry of this formula, charge and spin): 98.89 kcal per mole
max |F|: 1.3 eV Å⁻¹
highest occupied orbital energy: -8.40 eV

Geometry (Å):
C 0.32922 -2.96940 -0.00867
C 0.64548 1.81581 -1.18508
C 0.33503 -1.51438 0.05422
C 0.47773 1.01101 0.09245
N 0.91350 1.71455 1.24728
C -2.07623 0.05450 0.24202
N -1.91780 -1.12800 0.24442
C 0.76758 -0.36342 0.04315
H 0.77887 1.19911 2.10695
H 0.53616 2.65023 1.31480
H -0.17741 -3.38394 0.86445
H 1.34946 -3.35709 -0.04585
H -0.21295 -3.30691 -0.89376
H 0.23264 1.27234 -2.03316
H 1.70443 2.00560 -1.36972
H 0.13862 2.77984 -1.10145
H -2.92290 0.72953 0.27966
H -0.90144 0.79062 0.14828


# C6H10N2

A 2-piece molecular cluster, C6H10N2 overall in a non-equilibrium geometry (wB97M-V/def2-TZVPD, OMol25).

Results
multiplicity: 1
Kohn-Sham gap: 10.183 eV
relative energy (zero: lowest compared OMol25 entry of this formula, charge and spin): 63.58 kcal per mole
SMILES: c1ccncc1.CN
max |F|: 4.5 eV Å⁻¹
highest occupied orbital energy: -9.46 eV

Geometry (Å):
C -0.40879 1.40391 0.94332
C -0.02767 2.14246 -0.20694
C -0.15787 1.54228 -1.38287
N -1.03236 0.50333 -1.53442
C -1.52890 -0.12360 -0.41547
C -1.31199 0.36565 0.87872
H -0.06350 1.85799 1.90926
H 0.43136 3.04030 0.13012
H 0.35854 2.06807 -2.25586
H -2.33636 -0.83309 -0.64200
H -1.49640 -0.24515 1.66825
C 1.03832 -2.11602 0.60943
N 2.48688 -2.52310 0.49073
H 0.48601 -2.17081 -0.45077
H 0.44108 -2.63895 1.45275
H 0.98783 -0.93669 0.89380
H 2.84650 -1.73244 1.13751
H 2.54473 -3.55882 0.90565


# C6H10N2

One molecule with the formula C6H10N2 in a non-equilibrium geometry (wB97M-V/def2-TZVPD, OMol25).

Results
multiplicity: 1
Kohn-Sham gap: 9.433 eV
relative energy (zero: lowest compared OMol25 entry of this formula, charge and spin): 82.85 kcal per mole
SMILES: CN1[C@@H]2[C@@H]3CN3C[C@@H]21
max |F|: 2.4 eV Å⁻¹
highest occupied orbital energy: -8.39 eV

Geometry (Å):
C -0.73727 0.36542 -1.86648
N -1.31163 0.17995 -0.57948
C -0.88577 0.61872 0.73724
C 0.49243 0.81949 1.21069
C 1.62588 0.71261 0.30021
N 1.21334 -0.41075 1.08665
C 0.31599 -1.43229 0.55720
C -1.07618 -0.88883 0.38645
H 0.35025 -0.02196 -1.99065
H -1.37583 -0.23553 -2.60548
H -0.72101 1.45230 -2.05073
H -1.55486 1.17218 1.35698
H 0.44907 1.43083 2.15312
H 1.43279 0.74968 -0.71550
H 2.62717 1.06366 0.58680
H 0.65239 -1.72161 -0.47545
H 0.36627 -2.30719 1.26213
H -1.86304 -1.54667 0.64629


# C6H10N2O

One molecule with the formula C6H10N2O in a non-equilibrium geometry (wB97M-V/def2-TZVPD, OMol25).

Results
multiplicity: 1
Kohn-Sham gap: 7.649 eV
relative energy (zero: lowest compared OMol25 entry of this formula, charge and spin): 71.23 kcal per mole
SMILES: [H]/N=C(\C)C(=O)/C=C(\C)N
max |F|: 3.2 eV Å⁻¹
highest occupied orbital energy: -7.82 eV

Geometry (Å):
H -0.17968 2.82893 0.08603
N -0.04458 1.95600 -0.43726
C 0.51609 1.05263 0.26843
C 0.90209 1.21660 1.71339
C 1.58856 -0.13350 -0.58468
O 2.75430 0.06547 -0.37567
C 0.75779 -0.98058 -1.29298
C -0.58280 -0.88529 -0.81832
C -1.03408 -1.48762 0.48528
N -1.55779 -0.56079 -1.69566
H 0.49975 0.39492 2.31081
H 0.54114 2.16766 2.11814
H 1.98714 1.20249 1.82828
H 1.05762 -1.48825 -2.20166
H -0.20163 -1.59960 1.17742
H -1.45307 -2.48006 0.28208
H -1.80549 -0.88308 0.96954
H -2.47991 -0.35904 -1.32843
H -1.26544 -0.02688 -2.50476


# C6H10N2O

One molecule with the formula C6H10N2O in a non-equilibrium geometry (wB97M-V/def2-TZVPD, OMol25).

Results
multiplicity: 1
Kohn-Sham gap: 10.208 eV
relative energy (zero: lowest compared OMol25 entry of this formula, charge and spin): 99.67 kcal per mole
SMILES: C=CCN(CC=C)N=O
max |F|: 3.5 eV Å⁻¹
highest occupied orbital energy: -9.29 eV

Geometry (Å):
C 0.74884 1.47711 -2.15908
C -0.46544 1.40077 -1.65706
C -0.79785 1.37517 -0.13615
N -1.01939 -0.02055 0.21628
C 0.07635 -0.99309 0.16701
C 0.48159 -1.38343 1.56996
C 1.71783 -1.26999 1.93446
N -2.31154 -0.41188 0.38684
O -2.49035 -1.60479 0.63880
H 0.78632 1.53831 -3.25009
H 1.57660 1.43019 -1.50340
H -1.31746 1.50111 -2.33077
H -0.02584 1.80649 0.47904
H -1.77622 1.77869 0.03574
H -0.23198 -1.87384 -0.47402
H 0.96882 -0.49605 -0.29372
H -0.38311 -1.52096 2.18430
H 2.47942 -1.10449 1.22760
H 1.98341 -1.62877 2.96426